Below is a cluster of 9 separate species, C57H85BrCl2N2O30P in total in a non-equilibrium geometry, with properties calculated with the ωB97M-V functional and the def2-TZVPD basis.

The calculation puts the largest force on an atom at 2.60 eV/Å. The value obtained for the electronic energy is -229263.08132 eV. For the gap between HOMO and LUMO, the calculation gives 7.5 eV. The value obtained for the energy relative to the best compared isomer or geometry (same formula, charge and spin) is 142.27 kJ/mol. Its net charge is +1. The HOMO energy is -11.4 eV.

Element x y z (Å)
H 5.71 1.56 -4.94
C -7.88 -6.55 -5.16
H -0.26 3.05 -3.32
C 2.90 7.08 3.41
C -8.78 -5.57 -4.46
C -4.38 4.87 1.80
H 9.65 2.53 -2.95
C -5.90 -8.19 6.16
C -9.92 -6.22 -3.71
H -1.45 6.43 0.81
H 4.17 5.86 4.64
H -7.92 -7.81 6.87
C 4.20 6.35 3.66
H -6.27 -6.06 6.13
H 8.04 0.62 -4.04
H -6.31 -4.29 -1.39
H 0.85 3.77 -2.12
O -3.63 -1.58 0.15
C 1.53 1.86 -3.10
H -3.89 3.92 2.05
H -4.77 5.31 2.72
O 6.17 -1.45 0.90
H 0.04 1.10 -1.01
C 7.40 -1.47 0.32
H 12.05 -0.59 -1.15
H -2.66 -0.43 1.55
H -1.72 -0.13 -1.09
H 0.00 -2.76 -3.89
C 7.77 1.52 -3.44
H 13.73 -0.24 -1.80
C -9.56 -6.02 8.50
H -7.79 -9.15 5.71
N -0.24 0.12 -3.47
O 1.31 9.32 0.54
H 3.59 -4.85 -6.90
H -5.39 -8.93 5.54
C -6.01 -3.87 -0.43
H -11.11 -4.57 8.10
H 4.90 -1.31 -0.70
H -10.22 -6.81 8.14
C 3.36 -2.73 -7.66
H -3.88 6.84 1.07
H 8.76 -0.11 -1.62
C 5.31 1.91 -3.95
H 5.69 -0.49 -4.77
C 12.00 0.71 -2.93
C 8.88 1.93 -2.38
H -10.49 -5.47 -3.17
C -0.32 2.14 -1.24
C 3.58 0.15 -4.27
O -7.61 -3.62 7.12
C -10.31 -4.76 8.82
C 10.54 0.09 -3.00
O -8.67 -5.59 7.47
C -6.42 -4.78 0.70
H 3.55 -2.04 1.24
H -11.32 -3.74 10.42
O 8.33 -0.84 0.70
H -2.43 2.85 -0.89
H -2.13 2.35 -2.59
H -0.36 -0.69 -2.87
C 9.59 0.61 -1.84
H 5.70 7.71 4.42
Br 2.71 -3.54 -3.22
H -6.47 -2.88 -0.33
H -9.55 -6.93 -2.97
H -1.93 6.11 2.49
H 0.06 10.68 -0.36
H 5.36 7.92 2.69
H 3.49 -3.28 -0.02
C 0.44 2.78 -2.48
H 10.59 -1.03 -2.89
C 4.14 -2.77 0.69
C -1.89 2.09 -1.52
C -10.85 -4.70 10.23
O 6.42 6.22 3.15
H -7.50 -4.94 0.67
C -5.63 -6.52 1.86
Cl 3.36 4.97 -3.87
C 3.54 3.85 -1.35
C -8.44 -4.26 7.68
P 1.85 -2.12 -4.78
H -8.22 -6.79 -6.17
O -3.66 5.33 -0.30
H -6.67 -3.63 2.52
H -1.63 4.78 1.35
H 10.14 0.30 -4.03
H 6.13 1.82 -1.88
H -4.97 -3.86 2.04
C 0.48 8.57 1.30
O -7.05 -9.51 7.62
O -5.78 -6.06 0.59
Cl 3.41 2.42 -0.26
O -5.43 4.60 0.87
C 4.63 -0.81 -4.89
H -11.59 -5.49 10.40
H 2.06 6.38 3.46
H 4.83 5.08 -0.09
H -3.10 0.33 -2.17
H 0.65 10.97 2.65
O -5.25 -8.17 7.44
H 4.50 -3.49 1.42
C 0.75 10.64 0.49
C 1.82 11.69 0.34
C 1.14 0.51 -3.58
O -5.69 -4.36 -3.78
H 10.18 0.91 -0.94
H -6.35 -6.84 4.54
H -4.79 -6.55 5.33
O 0.53 7.38 1.39
H 6.37 -3.96 -0.21
O -5.88 -5.55 2.78
C 3.94 5.24 -0.76
H -9.17 -4.82 -5.15
H 5.38 3.03 -3.97
O -5.50 -9.48 9.27
H 12.55 0.43 -3.86
H 5.87 -3.24 -1.76
H -4.92 -3.75 -0.47
C -3.50 5.81 1.03
C -4.89 4.76 -0.37
C 2.85 -4.20 -7.42
H 12.76 1.04 -0.89
O -6.64 -5.83 -5.21
N 3.89 1.43 -3.81
C 6.31 1.29 -2.86
H -10.59 -6.74 -4.39
H -0.19 2.73 -0.30
O 4.25 -0.02 -7.10
C 2.94 2.24 -3.23
H -0.84 11.38 1.77
O -5.44 4.45 -1.38
H 2.37 11.54 -0.60
H 2.89 7.50 2.40
O -7.87 -4.93 -3.56
H 1.40 12.69 0.34
C -2.05 5.78 1.45
C 0.01 10.70 1.80
C 5.28 -2.08 -0.03
C -5.96 -4.32 2.05
C 4.42 -1.00 -6.46
H 3.13 5.70 -0.15
H -0.59 -0.04 -4.41
O 4.52 -2.31 -6.95
O -3.43 0.64 -0.14
H 4.57 -1.85 -4.45
C 3.29 3.64 -2.67
H -8.97 -6.40 9.34
H 7.68 2.40 -4.15
C -3.22 -0.55 0.59
H -10.05 -4.81 10.96
C -7.29 -8.62 6.52
C 12.72 0.19 -1.62
C 5.76 5.20 2.53
C -6.64 -4.98 -4.15
H 4.28 5.94 -1.56
O 0.21 -2.46 -4.80
C -5.89 -9.09 8.21
H 11.87 1.83 -2.93
H 1.84 -4.20 -6.92
H 2.66 -4.60 -8.45
O 4.41 5.34 2.68
C -5.83 -6.83 5.50
H -7.72 -7.47 -4.60
O -5.33 -7.64 2.14
O 7.43 -2.30 -0.76
H 6.04 0.20 -2.76
H 2.75 7.88 4.13
O -0.42 9.35 1.96
C 6.20 -3.02 -0.74
H 8.46 2.57 -1.56
O 2.77 -2.07 -8.45
C -2.51 0.65 -1.28
C 5.43 7.19 3.50
O 6.27 4.31 1.94
O -9.30 -3.76 8.61
H 2.56 11.61 1.14
C 2.19 -0.35 -4.15

***

Below is a cluster of 18 separate species, C57H94FN18O4Si2 in total in a non-equilibrium geometry, with properties calculated with the ωB97M-V functional and the def2-TZVPD basis.

The calculation puts the largest force on an atom at 3.43 eV/Å. The value obtained for the electronic energy is -114107.26057 eV. For the gap between HOMO and LUMO, the calculation gives 9.6 eV. Its net charge is +1. The HOMO energy is -11.8 eV.

Element x y z (Å)
H 0.67 2.93 -4.62
C 10.33 -2.23 -0.62
H -3.42 0.79 4.42
N -5.64 2.37 -8.34
N 16.29 -3.04 -2.47
H 0.12 -0.51 8.16
H 1.60 -0.19 7.24
N -6.56 -1.61 -9.77
H -3.56 4.23 3.98
C 4.18 -0.38 0.46
H -0.32 -1.28 -4.51
C -5.11 -1.19 -7.02
H -1.66 -1.91 2.54
C -7.46 -0.96 -9.46
H -4.01 0.05 2.93
C -4.75 2.94 1.45
C 1.38 -1.33 -1.16
H -0.65 3.11 2.02
H 10.76 -0.81 0.85
C -4.51 2.48 -8.41
H -5.28 -0.74 -7.99
H -2.60 6.87 5.71
H 0.67 -2.40 3.88
C -3.95 0.95 3.50
H -1.90 2.26 -2.94
H 6.79 4.76 -6.18
H -2.29 -4.92 -3.22
H -7.60 -0.91 -3.69
H -2.08 -0.26 2.45
H -2.34 6.92 7.46
H -4.39 3.15 0.46
C -0.53 -0.91 1.11
H 5.48 5.60 -7.02
N -1.44 -2.65 7.37
H -0.13 2.06 -0.12
O -0.38 -0.67 3.53
H -5.16 3.85 1.82
H 4.65 -4.38 4.34
C -2.71 3.78 3.52
H -3.70 -4.55 6.42
C -2.46 -2.97 6.95
C 7.54 1.11 2.10
F 2.09 -1.27 1.85
C -0.80 2.07 1.83
H -2.63 1.73 -8.92
C -7.86 1.10 6.70
C -1.56 -5.26 -1.31
O 0.93 -2.15 -2.17
H -5.78 -0.75 -6.29
C -8.39 -1.40 -4.26
C -8.59 -0.14 -9.08
N -4.80 -0.28 7.21
H 1.64 -1.90 -0.30
C 4.30 3.58 -0.47
H 4.18 -6.33 -1.86
N -8.88 1.07 4.30
C 1.24 1.14 8.80
N 1.63 1.83 9.64
H 5.88 2.55 -1.33
C 5.60 3.57 -1.10
H 6.34 0.06 3.44
C 2.81 -7.35 -0.66
H 0.80 0.63 -1.32
N 3.81 2.77 -4.46
N -7.36 -3.19 -5.84
C -2.59 1.45 -2.98
H -4.96 1.22 3.74
H -7.67 2.12 7.00
H 4.51 -6.23 -0.12
H 0.47 0.09 -3.72
H 13.46 -2.91 -3.84
H -0.61 1.58 2.77
H -4.07 -0.95 -3.07
H -3.12 1.42 -3.91
H -8.31 0.91 -9.08
H 0.07 -1.80 1.16
H -0.57 -5.34 0.56
O -1.36 -1.21 -0.03
N -4.63 4.84 6.96
H -9.39 -0.29 -9.80
Si -1.76 -0.22 -2.75
H -2.00 3.51 4.27
H 7.87 0.65 4.11
H 4.51 -0.71 1.41
H -2.83 3.47 -9.16
C -1.58 -4.62 -2.48
H -2.65 2.82 -7.52
H 9.29 -1.77 1.13
H -5.30 -2.26 -7.08
C -3.73 -0.97 -6.62
C -0.09 -1.79 4.34
H -0.75 0.34 -4.91
C 3.73 -6.24 -0.87
H 3.88 -4.74 2.79
N 0.47 -0.17 -0.79
H 0.31 -1.41 5.25
H 9.30 -0.49 -0.10
C -3.48 1.94 6.92
H 6.54 1.79 3.80
H 1.11 2.95 -2.90
H -8.54 0.64 7.41
H -2.97 -2.06 -3.79
H -2.96 2.18 7.84
C -3.09 6.91 6.68
H 2.29 -0.88 -1.49
H -2.76 1.83 6.12
H 13.57 -4.50 -3.05
H -3.76 -3.15 5.33
H 4.01 -1.18 -0.23
H -0.83 -3.12 -3.68
H -2.23 -6.05 -1.08
H -2.28 4.53 2.87
C 3.00 0.55 0.57
H -6.93 0.55 6.69
C -3.15 -1.46 -2.92
C -0.47 -0.30 -4.11
C -0.66 -4.88 -0.39
H 2.69 0.87 -0.40
H 6.34 4.00 -0.42
H 3.36 1.43 1.04
C 0.21 1.66 0.83
N 7.94 1.30 1.04
C 15.17 -3.21 -2.68
N 5.89 7.09 -4.28
Si -3.29 2.36 2.46
C -1.24 -0.93 2.45
H 13.17 -3.06 -2.10
C 5.85 6.26 -5.07
H 1.22 4.44 -3.86
C 4.27 -3.95 3.42
C -3.96 5.76 6.84
C 9.90 -1.27 0.37
N -2.64 -0.79 -6.31
H -9.08 -1.88 -3.56
H 3.46 -3.25 3.66
H 5.11 4.44 -5.73
C -8.44 1.08 5.37
H -1.50 0.63 -0.57
C 5.33 -3.24 2.73
C 0.10 -3.20 -1.82
C 7.04 0.89 3.44
C 13.76 -3.43 -2.93
C -0.99 -0.23 -0.99
H 4.97 0.22 0.06
C 1.35 3.36 -3.88
H -8.94 -0.42 -8.09
C 1.83 0.01 1.40
C 2.72 3.03 -4.22
H 5.58 4.16 -2.01
H -0.96 -2.36 4.61
C -3.07 2.63 -8.51
C 0.51 0.16 0.69
N 10.68 -3.00 -1.41
H 0.87 -3.58 0.07
C 0.15 -3.87 -0.67
C 5.81 5.20 -6.06
C 0.76 0.27 7.75
H 0.18 0.85 7.03
N 6.17 -2.68 2.18
H -3.19 -2.11 -2.07
N 3.26 3.59 0.03
H 1.10 2.22 1.03
H -8.93 -0.65 -4.84
H -5.49 2.18 1.34
C -7.82 -2.40 -5.14
H -4.17 2.74 6.68
C -4.21 0.70 7.08
H -3.31 1.57 -2.19
C -3.69 -3.46 6.37
H -3.68 7.82 6.74
N 2.06 -8.21 -0.49
H -4.54 -3.07 6.92
H 3.17 -5.31 -0.82
C -0.77 -3.61 -2.74
O -2.13 1.87 1.36
H 1.76 0.60 2.28

***

Look up the HOMO energy of the first one.
-11.4 eV